Formula: C33H41ClGaN3O4P2Si2
Source: OMol25
Level of theory: ωB97M-V/def2-TZVPD

The calculation puts the molecular weight at 767.004 g/mol. For the highest occupied orbital energy, the calculation gives -7.7650 eV. As for the gap between HOMO and LUMO: 8.2 eV. For the energy above the lowest of the compared OMol25 structures with the same formula, charge and spin, the calculation gives 0.0 kcal per mole.

Last column: Mulliken charge in e.
Atoms and positions in Å:
Ga -0.63392 -1.35500 0.29891  0.499
Cl -2.01519 -3.75426 -0.29129  1.676
P 0.70011 -0.02623 -1.44742  1.323
P 0.54630 0.61408 1.42118  0.932
Si -2.07610 -0.03146 3.02452  0.371
Si -2.06481 -0.63360 -2.76540  0.497
O -1.92847 -4.86181 0.58875  -0.670
O -0.73740 -3.48243 -0.91478  -0.603
O -3.05354 -3.90109 -1.23324  -0.618
O -2.26934 -2.50272 0.52117  -0.580
N -0.92685 -0.04265 1.72237  1.102
N 0.26428 -2.96577 1.76833  -0.234
N -0.88578 -0.44339 -1.49285  0.353
C -0.96642 4.36820 0.92177  -0.799
C -3.73721 -0.69616 -1.92150  -1.004
C 3.15160 -0.75561 4.21979  -0.792
C 1.61238 0.53080 2.88562  0.398
C 1.55470 -0.91262 -3.95109  -0.351
C 0.16649 5.12041 0.65622  -0.624
C -1.74222 1.34238 4.25935  -1.134
C -0.85361 3.00087 1.14570  -0.779
C 2.98566 -3.05639 -2.93033  -0.727
C 1.67156 1.55638 3.82423  -0.534
C 1.52887 3.15039 0.84131  -0.318
C 1.09149 -5.41855 1.61767  -1.342
C 3.20079 0.26807 5.15744  -0.597
C 2.36113 -2.16722 -2.06702  -0.615
C 0.99098 1.63596 -2.09587  0.664
C 2.36603 -0.62203 3.08604  -0.594
C 1.41425 4.50827 0.60585  -0.741
C 2.18217 -1.79699 -4.81354  -0.680
C 0.22542 3.87447 -2.54185  -1.134
C -0.02509 2.58316 -2.10453  -0.169
C 2.89421 -2.87488 -4.30268  -0.616
C 1.63493 -1.09595 -2.57330  0.245
C -2.02698 -1.66324 3.94257  -1.175
C -2.09315 0.82466 -3.95969  -1.230
C -3.77749 0.19736 2.27236  -0.931
C -1.79207 -2.15997 -3.82726  -0.994
C 2.46367 1.42593 4.95636  -0.697
C 0.65212 -4.04182 1.70958  0.736
C 2.27025 1.99937 -2.50824  -1.106
C 1.49885 4.22871 -2.96370  -0.771
C 0.39334 2.38982 1.11827  0.417
C 2.52331 3.29167 -2.94083  -0.760
C 1.17667 -0.33158 0.14844  -0.996
H -0.57390 4.60470 -2.54714  0.502
H 2.29703 5.09378 0.38196  0.447
H 2.11689 -1.64445 -5.88348  0.428
H 1.09947 2.46379 3.67723  0.489
H -2.74263 -2.47905 -4.26360  0.436
H -4.55956 0.00725 3.01207  0.418
H -2.76161 0.55077 -4.78256  0.463
H -2.46817 -2.47822 3.36435  0.262
H 3.55187 -3.88948 -2.53249  0.437
H 3.38149 -3.56963 -4.97509  0.383
H -4.52321 -0.45022 -2.64123  0.490
H -1.60118 2.31966 3.79302  0.300
H 3.07068 1.26821 -2.49872  0.533
H -1.73745 2.40374 1.33559  0.420
H -0.86589 1.12857 4.87293  0.290
H -1.10621 -1.94208 -4.64887  0.356
H -3.96705 -1.67246 -1.49729  0.246
H 0.97317 -5.74166 0.58374  0.290
H 3.81898 0.16525 6.04031  0.392
H -2.57329 -1.58035 4.88635  0.501
H -2.48563 1.73819 -3.51098  0.308
H -2.60405 1.41918 4.92881  0.465
H 2.50239 2.67367 0.80543  0.475
H 2.34429 -1.40051 2.33288  0.283
H -1.01250 2.30725 -1.76204  0.845
H -0.99547 -1.93821 4.17549  0.242
H 2.43828 -2.28062 -0.99189  0.381
H 1.00684 -0.06912 -4.35667  0.371
H 1.69551 5.23691 -3.30702  0.408
H 0.46573 -6.03568 2.25971  0.339
H 3.73624 -1.65507 4.36767  0.431
H -1.12007 1.05845 -4.39378  0.292
H 3.51902 3.56663 -3.26545  0.440
H -3.77920 0.04424 -1.11775  0.171
H -3.92692 -0.50284 1.44589  0.128
H -1.94014 4.84110 0.95239  0.386
H 2.50454 2.23176 5.67819  0.425
H 0.08106 6.18544 0.47927  0.399
H 2.13422 -5.50544 1.91692  0.396
H -3.92620 1.20813 1.88360  0.282
H -1.38336 -2.99916 -3.26512  0.155